1.
Formula: C41H52BN4O5Ti
Source: the Open Molecules 2025 dataset
Level of theory: ωB97M-V/def2-TZVPD

Results
LUMO level (alpha / beta): 1.503 / 1.502 eV
net charge: -1
molar mass: 739.57 g/mol
gap between HOMO and LUMO (alpha / beta): 5.82 / 5.82 eV
maximum force: 1.879 eV Å⁻¹

CARTESIAN COORDINATES (ANGSTROEM)
Ti: -0.05694 0.05453 -0.27403
C: 5.83138 4.60088 1.16042
C: 4.75153 4.61035 0.06930
C: 3.86102 5.83333 0.29519
C: 5.42254 4.76182 -1.30240
C: 3.96302 3.29862 0.12053
C: 2.58526 3.27878 0.34385
C: 1.90107 2.06989 0.37637
N: 0.53897 1.83447 0.44106
C: -0.43598 2.82183 0.52114
C: -0.38729 4.01125 1.21979
C: -1.49213 4.87002 1.20096
C: -2.61789 4.47836 0.49403
C: -2.70926 3.26324 -0.21158
C: -1.58257 2.44977 -0.20742
O: -1.42388 1.27201 -0.85692
C: -4.01233 2.85380 -0.90299
C: -5.03422 3.99300 -0.94209
C: -3.74911 2.41901 -2.35176
C: -4.63215 1.68600 -0.12622
C: -1.39887 6.20869 1.93344
C: -1.05232 5.97492 3.41060
C: -0.29373 7.05672 1.28764
C: -2.70578 6.99970 1.87403
C: 2.60216 0.86736 0.15501
O: 1.78942 -0.21815 0.12141
C: 3.96313 0.86121 -0.11036
C: 4.62606 2.09620 -0.09285
C: 4.67467 -0.44413 -0.47714
C: 4.53244 -1.45659 0.66714
C: 6.16523 -0.23509 -0.74793
C: 4.04445 -1.01646 -1.75719
H: 6.37383 5.55083 1.17192
H: 6.55377 3.80014 0.99620
H: 5.38126 4.44894 2.14326
H: 4.46959 6.73994 0.25374
H: 3.37456 5.80129 1.27241
H: 3.08557 5.91470 -0.46866
H: 5.99693 5.69186 -1.34603
H: 4.67198 4.78299 -2.09485
H: 6.10282 3.93459 -1.50742
H: 2.03036 4.19883 0.43199
H: 0.48389 4.24258 1.81731
H: -3.47551 5.13189 0.48269
H: -4.64220 4.87264 -1.45772
H: -5.35412 4.29305 0.05787
H: -5.92090 3.65234 -1.48185
H: -3.32768 3.24566 -2.92948
H: -4.68923 2.11716 -2.82297
H: -3.05224 1.58576 -2.39319
H: -4.87142 1.99135 0.89551
H: -3.94116 0.84879 -0.08100
H: -5.55506 1.35373 -0.61254
H: -0.08831 5.47854 3.52339
H: -1.80799 5.34789 3.88758
H: -1.00461 6.92773 3.94539
H: 0.67677 6.56337 1.36204
H: -0.21852 8.03164 1.77818
H: -0.50441 7.21755 0.22846
H: -3.52936 6.44801 2.33165
H: -2.98437 7.23980 0.84629
H: -2.58738 7.94062 2.41675
H: 5.69032 2.11353 -0.28110
H: 5.03960 -1.09205 1.56380
H: 4.98212 -2.41260 0.38360
H: 3.48570 -1.62564 0.91259
H: 6.69145 0.13084 0.13667
H: 6.33351 0.46822 -1.56602
H: 6.61261 -1.18989 -1.03371
H: 2.98646 -1.23039 -1.61256
H: 4.55014 -1.94101 -2.04931
H: 4.13235 -0.30122 -2.57828
C: -5.70768 -5.49024 3.07861
C: -5.27550 -5.63472 1.61298
C: -6.51720 -5.96586 0.78463
C: -4.28997 -6.80469 1.48873
C: -4.59696 -4.34218 1.15553
C: -5.09099 -3.56734 0.10828
C: -4.48604 -2.37452 -0.30090
C: -3.35711 -1.98850 0.37779
O: -2.56211 -0.89367 0.21498
B: -1.47230 -1.00611 1.14508
O: -1.70870 -2.16608 1.89229
C: -2.84547 -2.75690 1.41075
C: -3.43841 -3.92080 1.82880
H: -6.20451 -6.40209 3.41981
H: -6.40179 -4.65558 3.19450
H: -4.85403 -5.30524 3.73134
H: -6.95860 -6.89511 1.15091
H: -6.27299 -6.10628 -0.26986
H: -7.27392 -5.18313 0.86253
H: -4.76941 -7.73914 1.79174
H: -3.41045 -6.65846 2.11611
H: -3.94866 -6.91245 0.45761
H: -5.97521 -3.88986 -0.42273
H: -4.87982 -1.78841 -1.12005
H: -3.00520 -4.49049 2.63976
O: 0.05358 -1.03574 -1.94621
N: -0.08366 -1.94005 -1.01476
C: 0.41244 -3.11607 -1.18666
C: 0.89275 -3.55819 -2.47048
N: 1.25195 -3.92762 -3.49658
C: 0.39208 -4.05469 -0.10208
N: 0.41764 -4.84520 0.73042



2.
Formula: C11H12N
Source: the Open Molecules 2025 dataset
Level of theory: ωB97M-V/def2-TZVPD

Results
LUMO level: -5.928 eV
energy relative to the best compared isomer or geometry (same formula, charge and spin): 37.10 kcal per mole
net charge: +1
molar mass: 158.22 g/mol
gap between HOMO and LUMO: 7.45 eV
maximum force: 5.018 eV Å⁻¹

CARTESIAN COORDINATES (ANGSTROEM)
C: 0.39461 2.83105 -0.93604
C: 1.58483 2.16377 -1.27474
C: -0.54677 2.23306 -0.12934
C: 1.74771 0.80843 -0.96279
C: -0.37550 0.88927 0.13890
C: 0.72934 0.11385 -0.24104
C: -1.47714 -1.25935 1.03571
C: -0.38612 -1.94829 0.59928
C: -1.43830 0.21107 0.96654
C: 0.69022 -1.31507 -0.01042
C: 1.79358 -2.07797 -0.64435
N: -2.78370 0.92786 0.84511
H: 0.23472 3.95233 -1.18565
H: 2.22179 2.67040 -1.85423
H: -1.42688 2.90202 0.07935
H: 2.59762 0.25038 -1.17082
H: -2.22020 -1.95346 1.41742
H: -0.14582 -2.96758 0.69038
H: -1.13465 0.57038 2.04165
H: 2.83390 -1.85177 -0.36706
H: 1.77860 -2.16085 -1.68067
H: 1.87236 -3.20268 -0.31028
H: -3.12549 1.44748 1.63317
H: -3.55428 0.38434 0.52504



3.
Formula: CH8N3
Source: the Open Molecules 2025 dataset
Level of theory: ωB97M-V/def2-TZVPD

Results
LUMO level: -3.568 eV
energy relative to the best compared isomer or geometry (same formula, charge and spin): 24.80 kcal per mole
net charge: +1
molar mass: 62.10 g/mol
gap between HOMO and LUMO: 11.82 eV
maximum force: 7.554 eV Å⁻¹

CARTESIAN COORDINATES (ANGSTROEM)
N: -0.91510 -0.05319 -2.12012
H: -1.84167 -0.39930 -2.31851
H: 1.34882 1.17691 0.07951
H: -0.25711 -0.64327 -2.60297
H: -0.83553 0.93132 -2.62542
N: -0.67922 -0.42292 0.56554
C: 0.34945 -0.13736 1.26019
N: 1.46544 0.61347 0.94096
H: -0.87673 -0.24756 -0.51236
H: -1.47679 -0.71781 1.08760
H: 0.54870 -0.89690 2.08951
H: 2.19575 0.65926 1.53686